1.
2 unconnected molecules or ions with the total composition C2H3O3S at a distorted geometry. Source: OMol25; level of theory: ωB97M-V/def2-TZVPD.

ORCA input file:
```
! RIJCOSX wB97M-V def2-TZVPD def2/J DEFGRID3
* xyz -1 1
C 0.81 0.04 -0.12
C -2.17 -0.62 0.11
O 3.34 1.14 0.64
O 1.38 1.00 -1.11
O -2.91 -0.76 -0.84
S 1.90 1.42 0.48
H 1.41 -0.95 -0.32
H -2.72 -0.94 1.05
H -1.04 -0.33 0.10
*
```

Values from the calculation:
* total energy: -19096.94344 eV
* HOMO energy: -2.69 eV
* F_max: 2.9 eV/A

2.
A molecular structure, C14H16Cl5OsS4. Source: OMol25; level of theory: ωB97M-V/def2-TZVPD.

ORCA input file:
```
! RIJCOSX wB97M-V def2-TZVPD def2/J DEFGRID3
* xyz 3 1
Os 0.14 -0.51 0.08
C -1.39 2.33 0.11
C -0.69 2.44 1.45
S 0.55 1.11 1.77
C 2.10 1.97 1.34
C 2.28 2.19 -0.16
S 2.13 0.54 -0.88
C 1.90 0.79 -2.67
C 1.27 -0.48 -3.19
S -0.21 -0.96 -2.25
C -1.40 0.32 -2.78
C -2.50 0.43 -1.76
S -1.90 0.60 -0.05
H -0.75 2.62 -0.72
H -2.31 2.94 0.11
H -1.38 2.38 2.29
H -0.14 3.38 1.51
H 2.90 1.36 1.76
H 2.08 2.92 1.88
H 3.27 2.57 -0.38
H 1.53 2.85 -0.58
H 2.89 0.94 -3.11
H 1.28 1.67 -2.84
H 1.94 -1.34 -3.12
H 0.96 -0.38 -4.24
H -1.79 0.02 -3.75
H -0.85 1.26 -2.88
H -3.11 -0.48 -1.72
H -3.15 1.27 -1.98
Cl -2.01 -0.37 3.13
C -1.26 -1.79 2.60
C -0.36 -1.75 1.47
C 0.47 -2.91 1.30
Cl 1.79 -2.71 0.19
C 0.30 -4.09 1.95
Cl 1.28 -5.44 1.65
C -0.74 -4.13 2.94
Cl -1.00 -5.55 3.76
C -1.49 -2.98 3.27
Cl -2.63 -3.05 4.53
*
```

Values from the calculation:
* total energy: -123170.16737 eV
* HOMO energy: -18.14 eV
* F_max: 0.7 eV/A

3.
A molecular structure, C12H36N3O4PS3 at a distorted geometry. Source: OMol25; level of theory: ωB97M-V/def2-TZVPD.

ORCA input file:
```
! RIJCOSX wB97M-V def2-TZVPD def2/J DEFGRID3
* xyz 0 1
O -2.20 4.40 -1.03
P -0.76 3.94 -0.90
N 0.24 4.05 -2.18
C 1.56 3.42 -2.30
C -0.13 4.89 -3.35
N -0.74 2.17 -0.59
C -1.55 1.39 -1.53
C 0.31 1.37 0.03
N 0.07 4.73 0.47
C 1.40 4.46 1.02
C -0.32 6.04 0.99
H 1.40 2.34 -2.33
H 2.32 3.65 -1.56
H 2.07 3.64 -3.24
H 0.69 5.13 -4.03
H -0.53 5.86 -3.07
H -0.79 4.33 -4.02
H -2.13 0.58 -1.07
H -2.20 2.01 -2.16
H -0.76 0.89 -2.09
H 1.03 0.91 -0.64
H 0.89 1.95 0.75
H -0.20 0.74 0.76
H 1.24 3.93 1.96
H 1.92 3.78 0.35
H 2.00 5.35 1.19
H 0.40 6.58 1.60
H -1.11 5.94 1.73
H -0.62 6.69 0.16
C 3.11 -3.38 4.99
S 2.51 -4.87 4.13
O 1.23 -5.28 4.81
C 1.92 -4.02 2.55
H 3.75 -3.60 5.85
H 2.30 -2.84 5.48
H 3.76 -2.70 4.45
H 1.00 -3.45 2.38
H 1.66 -4.88 1.93
H 2.78 -3.55 2.09
C -3.11 -5.99 -2.16
S -2.31 -4.52 -2.85
O -3.34 -3.63 -3.57
C -1.91 -3.67 -1.26
H -4.15 -5.92 -1.86
H -2.54 -6.26 -1.27
H -3.10 -6.79 -2.91
H -1.70 -2.65 -1.56
H -0.98 -3.93 -0.74
H -2.78 -3.68 -0.60
C -0.99 -0.87 0.80
S 0.80 -1.44 1.00
O 0.78 -2.25 2.31
C 0.49 -2.99 -0.11
H -1.18 -0.51 -0.21
H -1.12 -0.07 1.52
H -1.69 -1.68 1.02
H -0.10 -2.64 -0.96
H -0.06 -3.82 0.34
H 1.44 -3.33 -0.52
*
```

Values from the calculation:
* total energy: -67473.67498 eV
* HOMO energy: -8.06 eV
* F_max: 8.1 eV/A

4.
A single C4H6O2 molecule at a distorted geometry. Source: OMol25; level of theory: ωB97M-V/def2-TZVPD.

ORCA input file:
```
! RIJCOSX wB97M-V def2-TZVPD def2/J DEFGRID3
* xyz 0 1
C -0.86 -0.50 1.32
C 0.35 -0.26 0.46
O 1.25 -1.07 0.34
C 0.56 0.96 -0.44
C 0.34 0.05 -1.65
O -0.79 -0.37 -1.73
H -1.78 -0.06 0.96
H -0.58 0.02 2.25
H -1.01 -1.56 1.55
H -0.19 1.75 -0.54
H 1.55 1.35 -0.21
H 1.16 -0.30 -2.31
*
```

Values from the calculation:
* SMILES string: CC(=O)CC=O
* total energy: -8338.94179 eV
* HOMO energy: -9.91 eV
* F_max: 1.2 eV/A

5.
3 unconnected molecules or ions with the total composition C12H23NO5 at a distorted geometry. Source: OMol25; level of theory: ωB97M-V/def2-TZVPD.

ORCA input file:
```
! RIJCOSX wB97M-V def2-TZVPD def2/J DEFGRID3
* xyz 0 1
C 1.58 0.29 0.16
C 1.12 -0.95 -0.64
N 1.99 -1.45 -1.64
C 0.69 -2.04 0.36
O -0.70 -1.86 0.46
C -1.12 -0.94 -0.40
O -2.14 -0.45 -0.44
O -0.12 -0.66 -1.27
H 1.17 1.19 -0.29
H 2.66 0.34 0.14
H 1.27 0.24 1.18
H 2.88 -1.74 -1.28
H 2.08 -0.82 -2.42
H 1.17 -1.99 1.32
H 0.97 -3.00 -0.06
C -4.64 -1.00 -4.21
C -4.03 0.02 -3.26
C -2.78 0.44 -4.02
O -3.09 0.32 -5.41
C -4.32 -0.39 -5.57
H -5.71 -1.15 -4.06
H -4.14 -1.96 -4.11
H -4.70 0.88 -3.15
H -3.81 -0.37 -2.27
H -1.94 -0.23 -3.80
H -2.47 1.46 -3.80
H -5.10 0.33 -5.88
H -4.21 -1.13 -6.36
C 2.82 0.78 5.62
C 3.80 1.75 4.96
C 3.43 1.61 3.49
O 2.03 1.30 3.45
C 1.58 0.97 4.77
H 2.65 0.98 6.67
H 3.19 -0.24 5.52
H 3.60 2.77 5.30
H 4.85 1.52 5.15
H 3.97 0.78 3.02
H 3.61 2.52 2.91
H 0.96 1.80 5.14
H 0.96 0.07 4.72
*
```

Values from the calculation:
* SMILES string: C[C@@]1(N)COC(=O)O1.C1CCOC1.C1CCOC1
* total energy: -24543.77200 eV
* HOMO energy: -9.04 eV
* F_max: 5.3 eV/A

6.
2 unconnected molecules or ions with the total composition C3H4BrCl at a distorted geometry. Source: OMol25; level of theory: ωB97M-V/def2-TZVPD.

ORCA input file:
```
! RIJCOSX wB97M-V def2-TZVPD def2/J DEFGRID3
* xyz 0 1
C 0.35 0.43 -1.08
C 0.16 -0.12 0.11
C -1.18 -0.60 0.50
Cl -1.47 -2.24 -0.02
Br -2.63 0.57 0.14
H 1.33 0.71 -1.43
H -0.48 0.60 -1.76
H 0.97 -0.33 0.78
H -1.40 -0.86 2.43
*
```

Values from the calculation:
* total energy: -85736.48298 eV
* HOMO energy (alpha / beta): -9.16 / -9.41 eV
* F_max: 3.8 eV/A